(1)
29
Properties=species:S:1:pos:R:3:mulliken_spin:R:1 method="wB97M-V/def2-TZVPD" charge=+2 e_tot_ev=-32728.1358 mol_weight_g_mol=418.90 lumo_energy_ha="-0.3156 / -0.4580" spin_multiplicity=5 orbital_gap_ha="0.1620 / 0.1583"
Cl -0.8073 2.6813 -1.4682 0.733
C -0.9618 -1.4856 -1.0320 0.021
C 0.4271 -1.4955 -0.6522 -0.001
C 1.1618 -0.7506 -1.6584 -0.047
H 0.8491 -2.0105 0.2063 0.011
C 0.2264 -0.2814 -2.6568 0.159
C -1.0937 -0.7105 -2.2384 0.156
H -2.0260 -0.4592 -2.7518 0.007
H -1.7736 -1.9795 -0.5070 0.007
H 2.2336 -0.5657 -1.6854 -0.004
C 0.5536 0.5835 -3.8227 0.005
Os -0.2140 0.5846 -0.5720 1.736
C 1.3360 1.2369 0.3135 0.080
O 2.2901 1.6565 0.8327 0.056
C -1.5139 1.1071 0.7307 0.043
O -2.3119 1.5171 1.4701 0.044
H 1.5466 1.0174 -3.6932 0.003
H -0.1665 1.4007 -3.9066 -0.003
H 0.5659 -0.0058 -4.7457 0.010
C -1.0606 0.5543 4.1547 0.126
C -0.2193 -0.5403 3.5360 -0.039
C 1.0812 -0.8058 4.2562 0.133
O -0.5493 -1.1529 2.5194 0.765
H -0.9270 0.5836 5.2373 0.002
H -2.1080 0.3818 3.9138 0.000
H -0.7408 1.5225 3.7519 -0.002
H 1.3619 -1.8496 4.1046 -0.001
H 1.8644 -0.1518 3.8486 -0.002
H 0.9705 -0.5929 5.3248 0.004


(2)
126
Properties=species:S:1:pos:R:3:mulliken_charge:R:1 method="wB97M-V/def2-TZVPD" charge=0 e_tot_ev=-106490.6930 smiles="COC[C@@H]1C[C@H](P(O)Cl)CS(=O)(=O)O1.c1cc[nH]c1.c1cc[nH]c1.c1cc[nH]c1.c1cc[nH]c1.c1cc[nH]c1.c1cc[nH]c1.c1cc[nH]c1.c1cc[nH]c1.c1cc[nH]c1.c1cc[nH]c1" mol_weight_g_mol=933.56 lumo_energy_ha=0.0071 orbital_gap_ha=0.3032
C -5.0132 5.0913 0.2880 -0.839
O -4.1429 4.4670 -0.6368 -0.148
C -3.1606 5.3206 -1.1706 -1.381
C -1.8595 4.5476 -1.2573 0.817
C -1.9123 3.3890 -2.2684 -1.342
C -1.8284 1.9809 -1.6405 0.220
P -3.5167 1.4515 -1.0417 0.214
O -3.3546 1.6773 0.5739 -0.399
Cl -3.1398 -0.6276 -1.1043 -0.367
C -0.7100 1.7563 -0.6000 -1.005
S -0.2606 3.2564 0.2211 1.167
O -0.0423 3.0301 1.6086 -0.544
O 0.7560 3.9125 -0.5538 -0.899
O -1.6076 4.0644 0.0839 -0.266
H -4.4299 5.5182 1.1111 0.321
H -5.6574 4.3134 0.6917 0.234
H -5.6154 5.8709 -0.1876 0.312
H -3.0083 6.2134 -0.5556 0.529
H -3.4366 5.6339 -2.1854 0.416
H -1.0684 5.2501 -1.5203 0.096
H -1.1376 3.5010 -3.0276 0.358
H -2.8703 3.4435 -2.7923 0.623
H -1.6301 1.2880 -2.4611 0.191
H -3.7056 0.9207 1.0658 0.276
H -1.0626 1.0964 0.1920 0.475
H 0.2007 1.3437 -1.0310 0.573
C 1.9424 7.2128 -4.2754 -0.555
C 2.9900 6.2889 -4.5342 -0.580
C 2.8666 5.2694 -3.6258 -0.380
N 1.7891 5.5387 -2.8315 0.215
C 1.2214 6.7205 -3.2184 -0.390
H 1.7449 8.1328 -4.7998 0.396
H 3.7475 6.3655 -5.2962 0.387
H 3.4537 4.3790 -3.4794 0.385
H 1.4587 4.9570 -2.0779 0.352
H 0.3589 7.1167 -2.7085 0.381
C -2.7039 4.8835 4.1792 0.130
C -2.6236 6.2356 4.6075 -0.711
C -3.8801 6.6123 5.0031 -1.038
N -4.7157 5.5404 4.8345 0.005
C -4.0055 4.4852 4.3320 -1.035
H -1.9012 4.2774 3.7921 0.712
H -1.7465 6.8613 4.6194 0.539
H -4.2458 7.5439 5.4027 0.719
H -5.6986 5.5343 5.0349 0.185
H -4.4837 3.5458 4.1125 0.457
C 0.3292 -0.1472 4.2781 -0.121
C -0.2042 1.1677 4.3472 -0.493
C -0.9985 1.2191 5.4610 -0.684
N -0.9649 -0.0115 6.0621 0.019
C -0.1572 -0.8520 5.3480 -0.621
H 0.9988 -0.5197 3.5222 0.370
H -0.0211 1.9722 3.6560 0.542
H -1.5800 2.0244 5.8769 0.471
H -1.4563 -0.2585 6.9009 0.175
H 0.0044 -1.8691 5.6625 0.387
C 3.2736 -2.6388 0.1467 -1.281
C 2.5755 -3.8533 -0.1017 0.429
C 1.6015 -3.9656 0.8557 -1.283
N 1.6794 -2.8703 1.6646 0.168
C 2.6966 -2.0571 1.2436 -0.370
H 4.1015 -2.2384 -0.4146 0.457
H 2.7618 -4.5609 -0.8953 0.688
H 0.8606 -4.7281 1.0257 0.577
H 1.0779 -2.6890 2.4484 0.137
H 2.9233 -1.1378 1.7552 0.463
C 1.0089 -1.1620 -4.9611 -0.684
C 0.6859 -2.5445 -4.8952 -0.626
C -0.3097 -2.6878 -3.9650 -0.532
N -0.6006 -1.4482 -3.4680 0.305
C 0.1981 -0.5126 -4.0683 -0.301
H 1.7507 -0.6988 -5.5900 0.426
H 1.1343 -3.3416 -5.4641 0.447
H -0.8329 -3.5619 -3.6151 0.499
H -1.2906 -1.2597 -2.7626 0.084
H 0.1272 0.5323 -3.8147 0.390
C -3.7927 11.4355 2.2151 -0.473
C -2.6687 10.6910 1.7647 -0.646
C -2.7724 9.4333 2.2985 -0.325
N -3.9126 9.3902 3.0512 0.163
C -4.5406 10.6043 3.0066 -0.511
H -4.0235 12.4623 1.9856 0.386
H -1.8748 11.0398 1.1256 0.406
H -2.1358 8.5693 2.2094 0.434
H -4.2305 8.5830 3.5576 0.236
H -5.4616 10.7747 3.5377 0.370
C 1.1641 -8.4047 -3.7778 -0.559
C 2.4428 -7.7870 -3.8366 -0.681
C 2.5361 -6.9367 -2.7686 -0.499
N 1.3656 -7.0204 -2.0635 0.576
C 0.5242 -7.9153 -2.6716 -0.530
H 0.7620 -9.1267 -4.4684 0.408
H 3.2050 -7.9460 -4.5806 0.446
H 3.3340 -6.2862 -2.4522 0.510
H 1.1569 -6.4976 -1.2326 0.015
H -0.4529 -8.1248 -2.2745 0.291
C 7.5138 -4.0382 -2.2879 -0.644
C 8.0850 -4.5217 -1.0795 -0.416
C 7.0529 -4.7793 -0.2156 -0.656
N 5.8851 -4.4697 -0.8535 0.261
C 6.1544 -4.0190 -2.1161 -0.371
H 8.0396 -3.7386 -3.1789 0.429
H 9.1321 -4.6618 -0.8690 0.401
H 7.0510 -5.1533 0.7939 0.438
H 4.9668 -4.5575 -0.4549 0.176
H 5.3612 -3.7234 -2.7825 0.429
C -2.8354 -4.2896 -0.6948 0.312
C -3.9948 -5.1134 -0.7221 -0.735
C -3.5723 -6.4153 -0.6671 -0.430
N -2.2058 -6.4065 -0.6112 0.117
C -1.7489 -5.1189 -0.6273 -0.917
H -2.7985 -3.2144 -0.7312 0.211
H -5.0195 -4.7867 -0.7792 0.395
H -4.1239 -7.3396 -0.6684 0.415
H -1.6247 -7.2226 -0.5682 0.208
H -0.6945 -4.9033 -0.5957 0.478
C 2.9272 -8.5153 0.7439 0.367
C 2.2525 -8.6579 1.9883 -0.698
C 3.1296 -9.2398 2.8645 -0.508
N 4.3051 -9.4517 2.1983 0.027
C 4.1916 -9.0139 0.9076 -0.968
H 2.5361 -8.0959 -0.1667 0.503
H 1.2391 -8.3693 2.2151 0.366
H 3.0174 -9.5187 3.8980 0.384
H 5.1264 -9.8687 2.5956 0.177
H 5.0141 -9.0923 0.2175 0.392


(3)
50
Properties=species:S:1:pos:R:3:mulliken_spin:R:1 method="wB97M-V/def2-TZVPD" charge=+2 e_tot_ev=-44962.8767 mol_weight_g_mol=538.19 lumo_energy_ha="-0.3659 / -0.3784" spin_multiplicity=4 orbital_gap_ha="0.1947 / 0.1822"
H 1.0214 -2.4538 1.4402 -0.003
N 0.5186 -1.7056 -0.4716 -0.053
B -0.2156 -1.5733 -2.9135 -0.004
N 0.1532 -2.3515 -1.6616 -0.002
C 0.2991 -3.6793 -1.5329 0.030
Tc 0.4213 0.4438 -0.3557 2.694
H 0.0854 -4.3012 -2.3872 0.000
C 0.7328 -3.9291 -0.2406 0.002
H 0.9894 -4.8926 0.1347 0.000
C 0.7992 -2.6894 0.4185 0.002
H -0.4799 -2.2963 -3.8142 0.002
C 0.9742 3.2360 0.6977 0.022
H 1.2631 3.4207 1.7463 0.002
H -0.0861 3.5107 0.5237 -0.001
H 1.6181 3.8195 0.0355 0.002
N 0.9802 -0.6290 -3.1056 -0.002
N -1.3790 -0.6793 -2.5129 0.001
N 1.3726 0.2532 -2.0942 -0.010
N -1.2743 0.2243 -1.4256 -0.022
C 1.7783 -0.4794 -4.1585 0.067
C -2.5484 -0.4966 -3.1218 0.061
H 1.5604 -1.1068 -5.0282 0.001
H -2.7623 -1.0973 -4.0057 0.000
C 2.7167 0.5090 -3.8635 0.020
C -3.2391 0.4873 -2.4494 0.018
C 2.4467 0.9617 -2.5604 0.004
C -2.4672 0.8875 -1.3611 0.023
H 3.4792 0.8359 -4.5407 0.001
H -4.2069 0.8716 -2.7375 0.001
H 2.8792 1.6904 -1.8885 -0.005
H -2.6545 1.5500 -0.5222 -0.005
H 1.1071 2.0981 0.4607 0.008
O 1.4998 -0.4691 2.3671 0.039
C 0.4617 0.2109 2.5249 -0.002
O -0.3282 0.5703 1.5373 0.113
C 0.0494 0.7371 3.8730 -0.008
C -0.9314 1.7336 4.0180 0.010
C -1.2149 2.2543 5.3007 -0.001
C -0.5473 1.8029 6.4446 0.002
C 0.4569 0.8412 6.2816 0.001
C 0.7695 0.3218 5.0016 -0.001
N 1.1722 0.3442 7.4394 0.000
O 0.8667 0.7821 8.5733 0.000
O 2.0750 -0.5137 7.2655 0.000
N -2.2519 3.2631 5.3819 0.000
O -2.7854 3.6370 4.3026 0.000
O -2.5870 3.7262 6.4958 -0.001
H -1.4740 2.1212 3.1572 -0.004
H -0.8188 2.1717 7.4277 0.000
H 1.5774 -0.3975 4.8835 0.000


(4)
55
Properties=species:S:1:pos:R:3:mulliken_spin:R:1 method="wB97M-V/def2-TZVPD" charge=+1 e_tot_ev=-63133.5709 mol_weight_g_mol=396.13 lumo_energy_ha="-0.0748 / -0.1788" spin_multiplicity=6 orbital_gap_ha="0.3453 / 0.2640"
Fe -0.0124 0.2421 0.0529 4.530
C -0.7853 -0.7914 3.4528 0.012
C -2.1146 -0.7908 2.6979 0.021
C -2.6197 0.6341 2.4818 -0.001
C -1.9781 -1.5182 1.3820 -0.025
C -2.6966 -2.7588 1.0122 0.004
C -2.2581 -3.0722 -0.2671 0.042
N -1.3408 -2.0780 -0.6303 0.013
N -1.2149 -1.2097 0.3300 0.075
B -0.5126 -1.8816 -1.9071 -0.040
N -0.8687 -0.4973 -2.4645 0.006
C -1.3757 -0.1068 -3.7101 0.038
C -1.5061 1.2742 -3.6697 -0.001
C -1.0426 1.6748 -2.3217 -0.026
N -0.6954 0.5405 -1.7026 -0.054
C -0.9941 3.0941 -1.8075 0.028
C -1.8849 3.2580 -0.5779 0.000
C 0.4435 3.5096 -1.4998 0.014
N 0.9623 -1.8304 -1.4819 0.015
C 2.0623 -2.6091 -1.8618 0.039
C 3.1538 -2.1256 -1.1530 0.011
C 2.6296 -1.0107 -0.3285 0.016
N 1.3278 -0.9316 -0.6135 0.067
C 3.4525 -0.1660 0.6233 -0.012
C 4.0678 -1.0540 1.7106 0.007
C 2.6374 0.9567 1.2650 0.088
H -0.9032 -0.2917 4.4380 -0.002
H -0.4450 -1.8345 3.6278 -0.004
H -0.0117 -0.2548 2.8731 -0.103
H -2.8611 -1.3316 3.3206 0.001
H -1.8824 1.2105 1.8933 0.015
H -3.5918 0.6213 1.9437 0.001
H -2.7658 1.1416 3.4592 0.001
H -3.4109 -3.3175 1.6016 0.002
H -2.5571 -3.9161 -0.8741 0.000
H -0.7154 -2.7449 -2.7031 0.000
H -1.6151 -0.7638 -4.5353 0.000
H -1.8704 1.9087 -4.4662 0.000
H -1.3800 3.7668 -2.6050 -0.003
H -1.5100 2.6252 0.2472 0.042
H -1.8823 4.3165 -0.2408 0.001
H -2.9303 2.9682 -0.8180 0.000
H 0.8608 2.8762 -0.6965 0.031
H 1.0752 3.4080 -2.4083 0.000
H 0.4740 4.5695 -1.1684 0.000
H 2.0506 -3.4262 -2.5705 0.000
H 4.1679 -2.4979 -1.2048 0.002
H 4.2752 0.3031 0.0406 0.003
H 3.2712 -1.5438 2.3117 -0.001
H 4.7065 -1.8402 1.2547 0.000
H 4.7055 -0.4462 2.3877 0.000
H 1.8024 0.5450 1.8608 -0.121
H 3.2827 1.5691 1.9304 0.014
H 2.2336 1.6180 0.4783 -0.018
H 0.5905 0.0098 1.6106 0.272


(5)
17
Properties=species:S:1:pos:R:3:nbo_charge:R:1 method="wB97M-V/def2-TZVPD" charge=+1 e_tot_ev=-20043.8936 de_lowest_kcal_mol=57.1 mol_weight_g_mol=133.20 lumo_energy_ha=-0.1750 orbital_gap_ha=0.2742
C 0.0813 -1.5480 -0.2170 0.485
C -0.1817 0.8158 0.2125 -0.007
C -0.3957 3.2272 1.3229 -0.688
N 0.2182 -2.4416 -1.1191 -0.261
N 0.0078 -0.1770 -0.5466 -0.502
N 0.2921 -1.7329 1.0880 -0.813
N 0.2234 -2.2310 -2.4429 -0.650
S -0.5851 2.3745 -0.2706 0.446
H -0.0172 0.6489 1.2873 0.227
H -1.0011 4.1135 1.5042 0.279
H 0.6136 3.3099 1.4707 0.237
H -0.8195 2.3958 1.8432 0.221
H 0.0394 0.0998 -1.5819 0.444
H 0.5935 -2.6762 1.3257 0.436
H -0.2353 -1.2428 1.7538 0.388
H 1.0160 -1.7643 -2.8491 0.367
H 0.1504 -3.1715 -2.7813 0.394


(6)
25
Properties=species:S:1:pos:R:3:mulliken_spin:R:1 method="wB97M-V/def2-TZVPD" charge=-1 e_tot_ev=-11043.8659 de_lowest_kcal_mol=31.8 mol_weight_g_mol=123.20 lumo_energy_ha="0.1083 / 0.1062" spin_multiplicity=2 orbital_gap_ha="0.0751 / 0.3384"
C 0.0441 -2.2843 -3.0165 0.044
N -0.7520 -2.4174 -1.8118 -0.014
C -1.3739 0.2408 0.6210 0.463
C -1.5742 -1.2226 0.1452 0.007
C -0.2944 -1.5769 -0.6357 0.002
C 0.7282 -2.3130 0.1401 0.180
H -0.5492 -2.5603 -3.9163 -0.004
H 1.0072 -2.7429 -3.0338 -0.012
H 0.1058 -1.2179 -3.2675 -0.008
H -1.1089 -3.3332 -1.5909 0.000
H -2.1506 0.6501 1.2736 -0.180
H -1.1903 0.8278 -0.2519 -0.008
H -0.5870 0.3878 1.3707 -0.052
H -1.5290 -1.8927 1.0251 0.019
H -2.4827 -1.3509 -0.4484 -0.035
H 0.0734 -0.7078 -1.1674 -0.079
H 1.6226 -2.5762 -0.4220 -0.027
H 1.0531 -1.7592 1.0414 -0.114
H 0.3255 -3.2692 0.4565 0.022
H 2.4580 3.6173 3.4500 -0.613
H 2.2053 5.2290 3.2973 -0.186
O 2.2545 4.3688 2.8514 1.366
H 1.2241 4.9886 1.4033 -0.211
H -0.1364 5.2264 1.4393 -0.074
O 0.6269 5.6878 1.0474 0.513


(7)
108
Properties=species:S:1:pos:R:3:mulliken_charge:R:1 method="wB97M-V/def2-TZVPD" charge=-1 e_tot_ev=-61549.7758 mol_weight_g_mol=646.63 lumo_energy_ha=0.0800 orbital_gap_ha=0.2247
C 3.0923 1.6723 -0.2286 -0.686
C 2.0175 2.7421 -0.1805 -0.051
C 1.1809 2.9997 1.2445 -0.688
C -0.4193 3.3018 0.9929 0.461
O -0.6049 4.3688 -0.0463 -0.878
B -1.3909 3.9358 -1.2184 1.384
N -0.4247 4.1487 -2.4002 -0.803
O -1.7941 2.5418 -0.9460 -0.978
C -1.3947 2.1154 0.4206 1.982
C -2.7742 2.3323 1.2785 -0.811
O -3.8967 1.9636 0.3926 -0.311
C -5.1899 2.4362 0.9106 0.727
F -5.6597 3.6114 0.0893 -0.251
F -5.2023 2.7116 2.3765 -0.252
F -6.1956 1.3423 0.6391 -0.219
C -0.8072 0.6100 0.1530 -0.836
C -1.4360 -0.5667 1.1046 0.664
C -0.6843 -1.9838 0.6304 -1.021
F -2.8919 -0.8136 0.9109 -0.321
H 3.3576 0.9981 0.7198 0.146
H 3.6159 1.4929 -1.2791 0.165
H 1.7957 3.3231 -1.1789 0.267
H 1.2242 1.9604 1.8295 0.219
H 1.6904 3.8502 1.9080 0.268
H -0.7617 3.9095 1.9620 -0.428
H -2.3640 4.5868 -1.4088 -0.413
H -0.5383 3.3693 -3.1104 0.150
H -0.7840 5.0414 -2.8507 0.171
H -2.7963 1.8191 2.3299 0.122
H -2.8645 3.5072 1.4681 0.468
H -1.0605 0.3222 -0.9753 0.217
H 0.3737 0.5236 0.2346 -0.160
H -1.1622 -0.4456 2.2598 0.159
H -1.2079 -2.2954 -0.3959 0.290
H 0.4702 -1.8121 0.5070 0.178
H -0.8279 -2.8561 1.3986 0.204
C 4.7666 -2.4387 -2.9654 -1.155
C 5.2647 -1.0239 -3.2138 0.398
C 6.7679 -0.9973 -3.4400 -1.253
O 4.9414 -0.2058 -2.0923 -0.405
H 5.2310 -2.8662 -2.0696 0.073
H 3.6852 -2.4410 -2.7920 0.357
H 4.9863 -3.0897 -3.8173 0.402
H 4.7537 -0.6015 -4.0857 0.217
H 7.3033 -1.3736 -2.5611 0.438
H 7.1141 0.0287 -3.6051 0.274
H 7.0475 -1.6051 -4.3061 0.310
H 5.3909 -0.5734 -1.3133 0.294
C 2.3666 -5.8137 0.5596 -1.397
C 2.8647 -4.3989 0.3112 0.702
C 4.3679 -4.3723 0.0850 -1.343
O 2.5414 -3.5808 1.4327 -0.529
H 2.8310 -6.2412 1.4554 0.331
H 1.2852 -5.8160 0.7330 0.326
H 2.5863 -6.4647 -0.2923 0.371
H 2.3537 -3.9765 -0.5607 0.225
H 4.9033 -4.7486 0.9639 0.451
H 4.7141 -3.3463 -0.0801 0.205
H 4.6475 -4.9801 -0.7811 0.388
H 2.9909 -3.9484 2.2117 0.314
C -4.0925 -4.5443 4.7921 -1.232
C -2.7118 -4.1797 4.2702 0.336
C -2.3170 -2.7711 4.6841 -1.084
O -2.7048 -4.2734 2.8480 -0.496
H -4.8550 -3.8684 4.3889 0.300
H -4.3685 -5.5560 4.4762 0.311
H -4.1264 -4.4970 5.8850 0.367
H -1.9742 -4.8952 4.6494 0.270
H -3.0165 -2.0323 4.2771 0.260
H -1.3264 -2.5179 4.2911 0.238
H -2.2977 -2.6707 5.7738 0.431
H -3.3569 -3.6415 2.5024 0.314
C -2.7904 5.2509 5.4026 -1.316
C -1.3479 5.1086 4.9438 0.354
C -0.5505 6.3727 5.2222 -1.340
O -1.3222 4.8323 3.5458 -0.497
H -3.2920 6.0674 4.8710 0.342
H -3.3553 4.3383 5.1848 0.297
H -2.8450 5.4486 6.4777 0.414
H -0.8814 4.2592 5.4543 0.246
H -0.9727 7.2290 4.6842 0.349
H 0.4824 6.2603 4.8756 0.319
H -0.5379 6.6039 6.2919 0.409
H -1.7345 5.5814 3.0843 0.244
C 5.8164 2.0014 -6.8794 -1.233
C 6.9496 1.0442 -7.2132 0.361
C 7.0279 0.7777 -8.7079 -1.305
O 6.7461 -0.1868 -6.5241 -0.449
H 4.8489 1.5833 -7.1795 0.329
H 5.7643 2.1742 -5.7992 0.298
H 5.9520 2.9640 -7.3822 0.397
H 7.8996 1.4623 -6.8635 0.251
H 6.1034 0.3162 -9.0728 0.343
H 7.8400 0.0777 -8.9320 0.313
H 7.1998 1.7037 -9.2654 0.378
H 5.9046 -0.5654 -6.8283 0.331
C -6.6366 -1.4841 0.3099 -1.079
C -7.3786 -2.7709 -0.0141 0.366
C -8.3980 -2.5590 -1.1219 -1.274
O -8.0436 -3.2399 1.1561 -0.579
H -7.3290 -0.7094 0.6582 0.324
H -5.9150 -1.6487 1.1172 0.271
H -6.1013 -1.1057 -0.5666 0.355
H -6.6624 -3.5429 -0.3156 0.302
H -9.1529 -1.8225 -0.8244 0.309
H -8.9329 -3.4905 -1.3360 0.328
H -7.9155 -2.2129 -2.0414 0.353
H -8.6816 -2.5607 1.4311 0.348


(8)
20
Properties=species:S:1:pos:R:3:mulliken_spin:R:1 method="wB97M-V/def2-TZVPD" charge=+1 e_tot_ev=-10944.8818 de_lowest_kcal_mol=44.3 mol_weight_g_mol=111.14 lumo_energy_ha="-0.1260 / -0.3226" spin_multiplicity=2 orbital_gap_ha="0.3588 / 0.1622"
C 0.2857 -1.0979 -0.0825 0.177
O 1.1396 -1.0331 -1.2342 0.097
C 0.6851 -2.3979 0.7365 0.011
C 0.4377 -2.1908 2.2516 0.059
N 0.2376 -3.5967 0.1576 0.661
H 0.5171 -0.1840 0.4520 0.017
H -0.7777 -1.1566 -0.3258 -0.002
H 0.5214 -1.2133 -1.9606 0.001
H 1.7696 -2.4122 0.6206 -0.006
H 0.4597 -3.1434 2.7728 -0.005
H -0.5601 -1.7421 2.3292 -0.001
H 1.1278 -1.5101 2.7348 0.003
H -0.7633 -3.7559 0.0484 -0.007
H 0.7315 -3.8581 -0.7000 -0.005
H -4.2135 5.6880 1.5714 0.000
H -3.1195 5.3274 0.5741 0.000
O -3.4693 5.0980 1.4256 0.000
H 1.6583 2.6699 -3.1291 0.000
H 1.5360 4.1736 -3.2962 0.000
O 1.2131 3.4333 -2.8036 0.000